# C33H48AsIN7O5SeSi3Ti

A structure of composition C33H48AsIN7O5SeSi3Ti (wB97M-V/def2-TZVPD, OMol25).

Computed properties:
electronic energy: -8698.659031 Eh
relative energy (zero: lowest compared OMol25 entry of this formula, charge and spin): 0.6631 eV
total charge: +1
frontier orbital gap: 7.09 eV
lowest unoccupied orbital energy: -3.8 eV

Geometry as XYZ:
```
100
Properties=species:S:1:pos:R:3:forces:R:3
Ti 1.29060 -0.42761 0.29938 0.078 -0.683 -0.172
O 5.45962 4.12905 0.05119 -0.014 -0.021 -0.022
C 4.53011 3.17192 0.03959 0.014 0.017 0.027
C 4.22398 2.41754 -1.09957 -0.096 -0.052 0.117
C 3.23890 1.46363 -0.97941 0.221 0.070 -0.210
N 2.59944 1.24859 0.15742 -0.059 -0.038 0.026
C 2.89246 1.95382 1.24546 0.063 0.187 0.108
C 3.84778 2.93714 1.24479 -0.060 -0.100 -0.066
C 2.02165 1.50534 2.38544 -0.122 -0.039 -0.034
O 1.98979 2.00930 3.48073 0.078 0.013 -0.004
O 1.26889 0.50127 2.00616 0.049 -0.066 -0.044
C 2.74471 0.51977 -2.04710 0.089 -0.055 0.043
O 3.24323 0.41750 -3.13523 -0.025 0.085 -0.006
O 1.71177 -0.15118 -1.59243 -0.091 -0.081 0.133
H 5.87823 4.22306 -0.81369 0.012 0.008 0.003
H 4.72929 2.55544 -2.04667 0.002 0.000 -0.012
H 4.06844 3.50673 2.13601 0.003 0.013 0.001
C -0.78064 -3.35942 -0.70343 -0.109 0.034 -0.096
N 0.54863 -2.75832 -0.85005 0.149 0.181 0.147
C 0.81792 -2.67376 -2.29079 0.049 -0.073 -0.094
C 1.52242 -3.67041 -0.23233 -0.102 -0.119 0.064
C 2.87182 -3.04534 -0.08624 -0.057 0.064 0.041
C 4.01629 -3.81150 -0.26579 -0.025 -0.058 0.020
C 5.26974 -3.28127 -0.00884 0.021 0.011 -0.002
C 5.37380 -1.97725 0.44646 -0.016 0.025 0.027
C 4.23150 -1.20334 0.60775 0.066 -0.068 0.059
C 2.96225 -1.71512 0.32959 -0.094 0.325 0.033
H -0.83990 -4.29803 -1.26845 0.008 0.022 -0.010
H -1.53938 -2.68109 -1.09298 -0.001 0.016 0.006
H -0.99616 -3.59235 0.33588 0.016 -0.008 -0.016
H 0.71405 -3.66606 -2.74784 0.007 0.012 0.006
H 1.81813 -2.29509 -2.47405 0.007 -0.031 -0.002
H 0.10295 -1.99657 -2.74720 -0.002 0.005 0.010
H 1.57506 -4.61066 -0.79799 0.004 0.031 -0.019
H 1.14404 -3.92412 0.76299 0.029 -0.025 -0.009
H 3.91994 -4.83650 -0.60487 0.011 -0.002 -0.003
H 6.15717 -3.88153 -0.15808 -0.002 -0.009 0.002
H 6.34409 -1.55378 0.67271 0.002 -0.002 0.002
H 4.36569 -0.20024 0.99173 -0.013 0.012 -0.033
Se 2.58890 -2.95732 4.65077 -0.429 -0.009 -0.109
N 0.90630 -3.42211 5.01863 0.368 0.093 -0.042
C 0.17432 -2.96722 4.02508 -0.185 -0.145 0.253
C -1.25164 -3.08261 3.96186 0.050 0.071 -0.072
C -1.86381 -2.50816 2.90528 0.165 0.075 -0.105
C -1.08368 -1.84915 1.89437 -0.206 -0.058 0.168
N 0.21129 -1.76080 1.87361 0.160 0.155 -0.129
C 0.87557 -2.27967 2.97559 0.215 0.144 -0.200
N 2.17157 -2.15690 3.12253 0.054 -0.121 0.191
H -1.78620 -3.58428 4.75671 -0.013 -0.007 0.002
H -2.93843 -2.50354 2.79330 -0.025 -0.044 0.034
H -1.60640 -1.39490 1.06512 0.022 0.043 0.001
C -4.57927 1.13576 -1.59583 -0.049 -0.116 0.036
Si -3.37284 -0.26647 -1.30742 0.072 0.118 -0.045
C -3.31380 -1.37434 -2.83073 -0.024 -0.074 0.080
C -4.08827 -1.32087 0.07464 -0.112 0.049 -0.100
As -1.18120 0.63138 -0.88478 -0.319 0.175 -0.326
Si -0.68880 1.28251 -3.19160 0.044 -0.064 0.260
C 0.58857 2.66077 -3.08496 -0.047 0.054 -0.092
C 0.01315 -0.03937 -4.31999 -0.058 0.132 0.004
C -2.21060 1.87043 -4.12095 0.056 -0.037 -0.097
Si -1.68796 2.86048 -0.07985 0.028 -0.120 -0.011
C -2.33888 4.01291 -1.41253 0.008 0.064 0.145
C -2.95009 2.98201 1.29683 0.046 0.076 -0.084
C -0.07489 3.54588 0.58060 -0.063 -0.014 -0.021
H -5.56387 0.68221 -1.74850 -0.010 0.030 -0.020
H -4.34835 1.73260 -2.47539 0.035 -0.022 -0.016
H -4.66024 1.80442 -0.74037 0.011 0.003 0.037
H -4.17902 -1.15734 -3.46226 -0.019 0.000 0.018
H -3.39212 -2.42148 -2.52891 0.000 -0.001 -0.023
H -2.42828 -1.28175 -3.45390 0.063 0.077 0.022
H -4.92120 -1.84668 -0.40531 -0.053 0.015 0.094
H -4.50666 -0.74058 0.89816 0.070 0.044 0.015
H -3.43560 -2.09088 0.47903 0.053 -0.040 -0.054
H 1.29113 2.54798 -2.26169 -0.036 -0.045 0.024
H 0.14884 3.65308 -2.98750 -0.072 -0.013 -0.019
H 1.16659 2.64190 -4.01294 0.035 0.032 0.019
H 0.99403 -0.41044 -4.03973 0.046 0.055 0.037
H 0.11660 0.50110 -5.26832 0.057 -0.083 -0.028
H -0.65069 -0.88072 -4.51298 -0.041 0.004 0.010
H -2.73234 2.73696 -3.72854 0.017 -0.016 0.049
H -2.93994 1.07305 -4.26616 0.033 -0.067 -0.006
H -1.83418 2.13615 -5.11486 -0.052 0.020 -0.013
H -3.42476 3.93821 -1.48844 -0.004 -0.025 -0.022
H -1.92234 3.94639 -2.40951 0.131 -0.011 0.038
H -2.10634 5.01249 -1.02894 -0.088 0.031 -0.035
H -3.83579 2.35486 1.20964 0.016 -0.058 -0.083
H -3.28797 4.02272 1.24965 -0.052 -0.011 0.105
H -2.50081 2.80152 2.26858 0.022 0.027 -0.001
H 0.75792 3.48147 -0.12193 -0.027 -0.006 -0.023
H 0.19067 3.03937 1.50944 -0.017 0.000 0.003
H -0.23589 4.60182 0.81494 0.053 0.008 0.027
I -4.29758 -0.56255 5.98881 -0.114 -0.052 0.090
C -2.71928 0.14512 4.89106 0.245 0.065 -0.075
C -1.43108 0.39113 5.31742 -0.075 -0.016 0.045
N -0.73851 0.77215 4.22789 0.047 -0.152 -0.092
N -1.48493 0.78179 3.11989 -0.093 0.139 -0.116
C -2.69443 0.41376 3.51240 -0.005 -0.051 0.161
H -0.97575 0.33039 6.29138 -0.026 -0.002 0.012
H 0.23600 1.04707 4.15687 -0.002 0.049 0.051
H -3.50508 0.33875 2.80451 0.003 0.033 0.005
```
Forces are in eV/Å.